Computed, not measured: a cluster of 12 separate species, C66H141F9O33 in total in a non-equilibrium geometry, with ωB97M-V/def2-TZVPD.

Each line ends with the Mulliken charge.
Positions of all 249 atoms, in Å:
C: 2.78615 -1.44967 0.53616  -0.388
O: 2.63562 -2.76533 0.05487  -0.380
C: 2.99074 -2.90888 -1.33499  0.008
C: 2.93413 -4.36528 -1.86195  0.107
O: 4.06115 -5.21903 -1.51107  -0.524
C: 4.51853 -5.18285 -0.14637  -0.125
C: 3.62296 -5.80822 0.94272  -0.515
O: 3.51230 -7.20514 0.78071  -0.330
C: 2.75634 -7.90003 1.75073  -0.730
H: 3.83469 -1.15984 0.60434  0.562
H: 2.24273 -1.30591 1.47004  0.393
H: 2.36599 -0.73079 -0.16725  -0.384
H: 4.03836 -2.66781 -1.51519  0.416
H: 2.39755 -2.22736 -1.94470  0.069
H: 2.78704 -4.48157 -2.93570  -0.055
H: 1.98328 -4.79135 -1.54187  -0.180
H: 4.76152 -4.15253 0.11342  -0.042
H: 5.49803 -5.66040 -0.17137  0.543
H: 2.64477 -5.32756 0.92829  0.156
H: 4.13993 -5.63839 1.88717  0.513
H: 3.16182 -7.67317 2.73675  0.365
H: 2.73394 -8.98048 1.60852  0.298
H: 1.73976 -7.57642 1.97422  0.191
C: 4.03607 3.56862 0.55990  -0.441
O: 4.03433 2.17371 0.40963  0.085
C: 4.18834 1.70089 -0.97507  0.816
C: 5.63559 1.57823 -1.44305  -0.355
O: 6.52318 0.56384 -0.77337  -0.245
C: 7.77388 0.28426 -1.35383  -0.437
C: 7.55173 -0.54423 -2.65459  -0.581
O: 6.77398 -1.75720 -2.49850  -0.359
C: 7.02029 -2.57997 -1.35426  -0.526
H: 3.36590 4.04971 -0.15250  0.238
H: 5.01316 4.00319 0.34887  0.163
H: 3.77692 3.70698 1.60957  -0.023
H: 3.46851 2.19230 -1.62964  -0.333
H: 3.85633 0.66333 -1.01192  -0.582
H: 6.18534 2.51632 -1.51973  0.286
H: 5.54353 1.26830 -2.48399  0.195
H: 8.34121 -0.28435 -0.61701  0.347
H: 8.31189 1.20953 -1.56007  0.372
H: 8.52388 -0.78569 -3.08437  0.378
H: 7.08139 0.05139 -3.43697  0.266
H: 6.39225 -2.19131 -0.55263  0.054
H: 8.06516 -2.45732 -1.06911  0.418
H: 6.72469 -3.62895 -1.37297  0.247
C: 5.41889 -3.26583 7.85689  -0.585
O: 6.73074 -2.67017 7.84209  -0.371
C: 7.12431 -1.90217 6.72379  -0.756
C: 6.35876 -0.62839 6.53016  -0.395
O: 4.95532 -0.79920 6.29159  -0.164
C: 4.27937 0.45951 6.11666  -0.766
C: 2.92740 0.30827 5.39775  -0.326
O: 3.01275 -0.08453 3.99085  -0.332
C: 3.51873 0.92985 3.07740  -0.252
H: 5.30616 -4.05855 7.11731  0.269
H: 4.56768 -2.58566 7.82662  0.214
H: 5.33258 -3.84169 8.77832  0.268
H: 7.16598 -2.44762 5.78100  0.364
H: 8.19642 -1.70580 6.73533  0.404
H: 6.83494 -0.06609 5.72693  0.414
H: 6.46123 -0.03484 7.43862  0.301
H: 4.93126 1.13062 5.55742  0.367
H: 4.03362 0.97711 7.04391  0.356
H: 2.43274 1.26293 5.57679  0.094
H: 2.29214 -0.33576 6.00584  0.520
H: 4.60804 0.95180 3.04547  0.452
H: 3.24511 1.93935 3.38425  0.395
H: 3.18360 0.77180 2.05231  -0.510
C: 3.14631 -2.45735 -5.50098  -0.648
O: 1.90267 -1.98777 -6.06064  -0.358
C: 0.77932 -2.31351 -5.23684  0.199
C: 0.30129 -3.75765 -5.25109  -0.078
O: 1.25004 -4.71632 -4.91500  -0.213
C: 0.71131 -5.92243 -4.32264  0.163
C: -0.16548 -6.89074 -5.23414  -0.812
O: -1.41357 -6.35620 -5.64447  -0.357
C: -2.54842 -6.19552 -4.80736  -0.008
H: 3.27096 -2.28396 -4.43210  0.184
H: 4.06107 -2.03137 -5.91312  0.414
H: 3.25355 -3.53875 -5.58565  0.337
H: -0.07924 -1.70357 -5.51783  0.455
H: 0.96682 -2.25441 -4.16471  -0.194
H: -0.20884 -4.01101 -6.18043  0.469
H: -0.50400 -3.79123 -4.51727  0.053
H: 0.19544 -5.66231 -3.39834  -0.184
H: 1.62090 -6.43300 -4.00632  0.556
H: -0.40092 -7.85021 -4.77363  0.447
H: 0.34054 -7.12481 -6.17077  0.313
H: -2.11643 -5.79345 -3.89094  -0.270
H: -3.15738 -7.06437 -4.55763  0.460
H: -3.19955 -5.43707 -5.24196  0.114
C: -7.81770 -5.04854 0.78523  -0.647
O: -7.31476 -5.65668 -0.43244  -0.400
C: -6.12528 -4.90179 -0.84111  -0.374
C: -5.44915 -5.62516 -2.05137  0.319
O: -6.23819 -5.88035 -3.22822  -0.547
C: -6.89117 -4.76737 -3.87136  -0.528
C: -5.87442 -3.67798 -4.25348  -0.660
O: -5.21273 -3.11171 -3.12519  0.114
C: -4.01074 -2.47644 -3.40836  -0.559
H: -8.11745 -4.01575 0.60748  0.311
H: -7.08794 -5.03891 1.59482  0.148
H: -8.61165 -5.66194 1.21124  0.307
H: -5.45224 -4.83946 0.01401  0.534
H: -6.43355 -3.88222 -1.07251  0.103
H: -5.21857 -6.64255 -1.73536  0.407
H: -4.45526 -5.19710 -2.18190  -0.410
H: -7.62331 -4.29095 -3.21936  0.226
H: -7.30124 -5.00924 -4.85189  0.464
H: -6.35139 -2.87374 -4.81366  0.436
H: -5.25647 -4.10891 -5.04122  0.213
H: -4.15441 -1.69634 -4.15596  0.490
H: -3.31849 -3.16638 -3.89092  0.201
H: -3.53449 -2.01014 -2.54589  -0.134
C: -0.60478 -1.82501 -0.46333  -0.732
O: -0.69377 -2.96846 -1.38664  0.637
C: -1.69728 -4.01366 -1.10072  0.305
C: -1.22648 -5.06309 -0.02670  -0.731
O: -2.44423 -5.64903 0.46509  0.017
C: -2.26353 -6.71392 1.35113  -0.658
C: -3.60882 -7.14935 1.87653  -0.537
O: -4.12916 -6.16781 2.68471  -0.256
C: -5.29599 -6.56497 3.30363  -0.907
H: -1.57527 -1.32963 -0.43430  0.495
H: 0.17437 -1.09660 -0.68791  -0.593
H: -0.36368 -2.14101 0.55162  0.531
H: -1.98888 -4.52084 -2.02041  -1.073
H: -2.65693 -3.53676 -0.90139  0.325
H: -0.60415 -4.53228 0.69375  0.480
H: -0.61037 -5.78893 -0.55742  0.294
H: -1.57322 -6.43349 2.14670  0.338
H: -1.88433 -7.62189 0.88218  0.372
H: -3.48714 -8.08893 2.41549  0.510
H: -4.26175 -7.32571 1.02173  0.221
H: -5.76355 -5.70232 3.77832  0.246
H: -5.10245 -7.39856 3.97873  0.345
H: -5.95647 -6.97801 2.54123  0.359
C: -6.25450 -0.01728 -2.51259  -0.804
O: -5.12497 0.78720 -2.15086  -0.096
C: -5.22137 1.36614 -0.83238  -0.826
C: -3.93132 2.08320 -0.37804  0.194
O: -4.10122 3.15879 0.53795  0.409
C: -4.60667 2.69502 1.81204  -0.812
C: -4.91765 3.87074 2.78805  -0.564
O: -5.80825 4.81925 2.23257  -0.326
C: -5.97215 5.99506 2.98972  -0.549
H: -6.34956 -0.90691 -1.89000  0.274
H: -6.05982 -0.19632 -3.57001  0.211
H: -7.20482 0.51568 -2.54329  0.395
H: -5.50456 0.56920 -0.14478  0.418
H: -5.96729 2.15969 -0.78788  0.389
H: -3.40445 2.55578 -1.20700  -0.370
H: -3.35545 1.26692 0.05803  0.041
H: -3.93135 2.01424 2.33028  0.388
H: -5.57532 2.23692 1.61216  0.420
H: -3.99098 4.29304 3.17671  0.137
H: -5.32595 3.37048 3.66619  0.559
H: -6.45244 5.79385 3.94728  0.363
H: -6.57885 6.72944 2.45991  0.239
H: -5.00494 6.46647 3.16403  0.072
C: 4.20568 7.33919 -0.10731  -0.950
O: 4.01324 6.53256 -1.27660  -0.152
C: 5.31952 6.11478 -1.85926  -0.365
C: 5.11198 5.74793 -3.35288  -0.905
O: 4.64161 4.41432 -3.50901  0.070
C: 4.23915 4.01201 -4.79968  -0.980
C: 3.74356 2.61638 -4.83184  0.418
O: 3.17821 2.45661 -6.14445  -0.493
C: 2.34945 1.28801 -6.39611  -0.499
H: 4.71824 8.21647 -0.50197  0.413
H: 4.89737 6.86924 0.59184  0.358
H: 3.29925 7.70123 0.37786  0.208
H: 5.65793 5.21275 -1.34943  -0.001
H: 6.01671 6.94591 -1.75320  0.554
H: 5.97077 5.97036 -3.98620  0.449
H: 4.20921 6.27015 -3.66974  0.438
H: 5.09841 4.13759 -5.45847  0.396
H: 3.41019 4.63503 -5.13551  0.390
H: 3.09822 2.39794 -3.98101  -0.031
H: 4.58416 1.92521 -4.89323  0.138
H: 1.35077 1.50420 -6.01664  0.216
H: 2.82190 0.40957 -5.95654  0.088
H: 2.22916 1.05144 -7.45331  0.379
C: -5.83921 9.49966 -0.45480  -0.863
O: -4.81504 8.56580 -0.39001  -0.200
C: -5.14710 7.31953 -1.10506  -1.092
C: -4.18722 6.21549 -0.77647  0.373
O: -2.84848 6.56526 -1.13053  -0.574
C: -2.03297 5.39045 -1.05516  0.754
C: -0.68624 5.87231 -1.62523  -0.987
O: 0.13391 4.69911 -1.77636  -0.010
C: 1.48868 4.91482 -1.97898  -0.889
H: -6.78945 9.15678 -0.04543  0.326
H: -5.98675 9.75403 -1.50438  0.325
H: -5.63006 10.37632 0.15824  0.263
H: -5.22099 7.38665 -2.19048  0.447
H: -6.13349 6.95288 -0.82100  0.434
H: -4.57013 5.34389 -1.30732  0.137
H: -4.31722 6.10859 0.30046  0.089
H: -2.52310 4.62138 -1.65216  0.119
H: -1.81728 4.97966 -0.06884  -0.151
H: -0.21532 6.59288 -0.95656  0.333
H: -0.80162 6.31065 -2.61652  0.276
H: 1.98446 4.06341 -2.44525  -0.164
H: 1.98563 5.29021 -1.08443  0.249
H: 1.57198 5.66983 -2.76073  0.706
C: -4.02781 0.03675 8.52577  -1.142
C: -4.02027 -0.69966 7.22395  -0.179
O: -3.30139 0.06588 6.31089  -0.183
C: -1.96067 -0.09910 6.24911  -0.032
O: -1.26551 -0.95897 6.82391  -0.551
C: -1.36108 0.84145 5.18176  1.185
F: -2.27212 1.15566 4.26499  -0.220
F: -1.01865 1.99102 5.73999  -0.313
F: -0.23009 0.38464 4.67253  -0.183
H: -4.55763 0.98887 8.49675  0.321
H: -3.07534 0.44770 8.86046  0.325
H: -4.50390 -0.56755 9.29795  0.362
H: -5.07439 -0.73895 6.94936  0.269
H: -3.64203 -1.71657 7.32849  0.331
C: 0.05659 1.92147 1.51163  -1.344
C: 0.41628 1.97335 0.04985  2.147
O: -0.56456 1.60935 -0.87866  0.197
C: -0.33086 1.37136 -2.16933  0.454
O: 0.77179 1.38734 -2.70938  -0.521
C: -1.58265 0.99199 -2.94118  0.291
F: -2.15874 2.05458 -3.45285  -0.234
F: -1.21442 0.13383 -3.96609  -0.121
F: -2.47130 0.33791 -2.13682  -0.135
H: -0.36968 0.94482 1.74088  0.452
H: -0.62177 2.74087 1.74936  0.109
H: 0.94866 2.11462 2.10744  -0.174
H: 1.15113 1.20876 -0.20217  -0.722
H: 0.75266 2.98138 -0.19268  -0.468
C: -1.30575 8.02184 2.23824  -1.158
C: -1.64317 6.69455 2.89103  0.824
O: -0.50305 6.21581 3.67098  -0.319
C: 0.44188 5.43467 3.21023  0.114
O: 0.66327 5.11981 2.05035  -0.253
C: 1.53912 5.11680 4.22163  0.841
F: 1.33393 3.81971 4.44596  -0.218
F: 2.76106 5.29738 3.79789  -0.252
F: 1.40527 5.75761 5.33878  -0.285
H: -2.11168 8.42175 1.62290  0.303
H: -0.41697 7.95469 1.61081  0.170
H: -1.09063 8.82162 2.94689  0.383
H: -1.93470 5.93729 2.16324  -0.403
H: -2.52432 6.77655 3.52738  0.176

Forces on atoms 1 to 6 (eV/Å):
0.047 0.447 -0.578
-0.176 -0.865 -0.994
0.855 -0.677 0.072
-0.417 -0.560 1.386
-1.042 0.761 -0.002
-0.011 -0.066 -0.212

The calculation puts the orbital gap (alpha / beta) at 8.959 / 2.510 eV. The spin multiplicity is 2. Its net charge is +1. As for the LUMO energy (alpha / beta): -1.71 / -8.16 eV.